{
  "formula": "C7H8F2O",
  "method": "ωB97M-V with the def2-TZVPD basis set",
  "symbols": ["F", "F", "O", "C", "C", "C", "C", "C", "C", "C", "H", "H", "H", "H", "H", "H", "H", "H"],
  "coordinates": [[-1.1547, 0.3701, -1.6828], [0.2609, -1.2335, -1.9161], [2.2190, 0.7517, -0.8705], [-0.0316, -0.1427, -1.1140], [2.9136, -0.5181, -0.8720], [-2.8624, 0.6583, 1.5376], [0.9898, 0.9514, -0.9883], [-1.6603, 1.2258, 1.2795], [-0.3716, -0.6669, 0.3096], [-0.4851, 0.4854, 1.2302], [-1.5534, 2.2948, 1.4162], [-1.3166, -1.2170, 0.2000], [-2.9863, -0.4119, 1.5455], [3.9286, -0.3093, -1.2027], [2.4428, -1.2488, -1.5234], [0.4234, -1.3557, 0.5999], [2.9352, -0.8772, 0.1573], [-3.6913, 1.2435, 1.8942]],
  "charge": 0,
  "total_energy_ha": -546.235331,
  "de_lowest_kcal_mol": 134.10,
  "e_homo_ev": [-7.95, -7.99],
  "gap_ev": [7.45, 7.38]
}